(1)
The following is a quantum chemistry calculation of a 2-piece molecular cluster, C3H9NO2 overall at a distorted geometry, from the Open Molecules 2025 dataset.

Geometry as XYZ:
```
15
Properties=species:S:1:pos:R:3:forces:R:3:nbo_charge:R:1
C 0.721 -0.942 -1.163 0.53 -0.25 0.46 -0.414
N 0.346 -1.453 0.143 -0.44 -0.58 0.26 -0.617
C 0.082 -0.822 1.322 -0.13 0.18 0.38 0.672
C 0.174 0.689 1.435 1.29 -0.04 0.17 -0.731
O -0.175 -1.479 2.325 -0.12 0.16 -0.55 -0.632
H 1.751 -1.199 -1.430 0.04 -0.09 0.25 0.193
H 0.691 0.135 -1.107 -0.34 0.25 -0.48 0.220
H 0.110 -1.382 -1.951 -0.34 0.39 0.05 0.201
H 0.141 -2.441 0.262 0.33 0.17 -0.31 0.402
H 0.756 0.820 2.349 -0.31 0.15 0.20 0.248
H 0.796 1.169 0.686 -0.19 -0.03 -0.42 0.216
H -0.751 1.244 1.534 -0.31 -0.31 -0.02 0.241
O -1.196 2.075 -1.421 -0.42 -0.23 -0.08 -0.937
H -1.520 1.280 -0.975 0.14 0.15 -0.01 0.467
H -1.928 2.307 -2.010 0.27 0.06 0.11 0.472
```
Forces are in eV/Å.

- structure (SMILES) = CNC(C)=O.O
- E_tot (Ha) = -324.94254
- energy above the lowest of the compared OMol25 structures with the same formula, charge and spin (kcal per mole) = 18.9



(2)
The following is a quantum chemistry calculation of C27H79F3HfN4O19S as an isolated structure at a distorted geometry, from the Open Molecules 2025 dataset.

Geometry as XYZ:
```
134
Properties=species:S:1:pos:R:3:forces:R:3:mulliken_charge:R:1
Hf 17.134 -3.877 5.225 -5.88 1.23 8.04 1.139
C 14.673 -6.460 8.345 -0.85 0.36 -1.39 -0.413
C 16.088 -6.274 7.846 0.66 -1.58 -0.19 -0.781
O 16.412 -5.052 7.171 1.74 1.95 -3.26 -0.743
H 14.001 -6.479 7.487 -0.32 0.42 -0.13 0.317
H 14.305 -5.700 9.034 0.15 -0.46 -0.03 -0.282
H 14.515 -7.472 8.716 0.51 0.12 0.55 0.406
H 16.337 -7.102 7.182 -0.27 -0.10 -0.34 0.424
H 16.700 -6.553 8.704 0.78 1.14 0.15 0.415
C 13.207 -2.554 7.745 2.87 0.77 -1.42 0.283
F 13.281 -3.854 7.729 -0.80 -0.88 -0.79 -0.037
F 12.059 -2.031 7.780 -2.24 0.13 -0.62 -0.004
F 13.889 -2.149 8.757 1.23 0.92 1.47 -0.035
S 14.227 -1.774 6.173 -1.08 3.99 -1.23 1.038
O 13.491 -1.984 4.891 1.47 -0.38 3.06 -0.470
O 14.483 -0.319 6.479 -0.47 -5.14 -0.79 -0.693
O 15.544 -2.536 6.102 1.80 -1.48 -0.75 0.584
C 18.484 5.440 -1.324 -1.08 -1.06 0.49 -0.689
O 18.360 4.282 -0.457 0.16 0.02 -0.36 -0.339
C 17.000 3.881 -0.173 1.19 2.85 -0.51 -0.131
C 17.094 2.719 0.672 0.41 -3.08 0.38 -0.834
N 16.007 2.490 1.572 -1.00 0.25 2.73 -0.174
C 15.953 3.427 2.707 1.71 0.26 1.42 -0.782
C 17.198 3.374 3.727 -1.01 -0.32 -1.42 -0.739
O 17.404 2.097 4.323 0.21 -0.52 -1.98 -0.346
C 16.431 1.707 5.240 0.68 1.92 2.15 -0.928
H 18.004 5.111 -2.245 -0.13 0.77 -0.29 0.292
H 19.504 5.753 -1.547 0.14 -0.64 0.43 0.237
H 17.988 6.264 -0.811 -0.24 0.24 -0.42 0.291
H 16.359 3.726 -1.041 0.23 0.06 -0.37 0.368
H 16.555 4.659 0.446 -0.28 0.50 -0.25 0.196
H 18.026 2.703 1.238 -0.06 0.44 0.14 0.298
H 17.198 1.813 0.074 -0.06 -0.12 -0.30 0.314
H 15.047 2.506 1.258 0.25 -0.39 -1.06 0.269
H 15.085 3.330 3.359 -0.38 -0.53 -0.53 0.544
H 15.907 4.451 2.335 0.14 0.38 0.18 0.303
H 17.066 4.098 4.531 -0.27 0.25 -0.04 0.447
H 18.096 3.646 3.173 0.14 -0.25 0.23 0.383
H 16.927 0.950 5.847 -0.68 -0.59 -0.12 0.347
H 15.360 1.615 5.059 0.20 -0.86 -1.18 0.244
H 16.396 2.555 5.925 -0.21 0.15 0.76 0.479
C 11.195 3.177 10.261 0.80 -1.14 -0.44 -0.410
O 10.162 2.887 9.321 0.31 -0.15 1.12 -0.342
C 10.021 3.789 8.282 -2.60 0.79 -0.56 -0.586
C 11.098 3.801 7.268 0.88 2.23 0.55 -1.049
N 11.433 2.517 6.827 0.28 -1.79 -1.78 -0.155
C 10.511 2.104 5.752 -0.78 -1.77 -0.69 -0.915
C 10.642 0.586 5.405 -0.18 0.79 -1.58 -0.077
O 9.765 0.077 4.338 -0.72 0.91 1.83 -0.457
C 9.767 -1.336 4.372 0.73 0.33 -0.45 -0.559
H 11.097 4.002 10.967 -0.67 0.29 -0.38 0.249
H 12.125 3.263 9.699 0.31 0.27 0.21 0.351
H 11.299 2.263 10.844 -0.04 0.02 0.16 0.003
H 9.818 4.806 8.617 0.11 0.21 0.31 0.408
H 9.102 3.464 7.794 -0.26 0.03 -0.03 0.364
H 11.891 4.372 7.751 0.95 -0.49 -0.10 0.347
H 10.907 4.423 6.393 -0.63 0.09 0.12 0.497
H 11.364 1.876 7.605 -0.30 -0.28 0.19 0.347
H 10.606 2.687 4.836 0.31 0.26 0.25 0.417
H 9.467 2.128 6.064 -0.26 0.67 0.12 0.330
H 10.380 0.120 6.355 0.64 -0.83 -0.07 0.250
H 11.580 0.416 4.876 0.90 -0.31 1.29 0.091
H 10.792 -1.641 4.161 0.13 -0.40 -0.39 0.093
H 9.089 -1.702 3.601 0.12 0.05 0.11 0.326
H 9.551 -1.801 5.334 -0.53 0.32 0.32 0.244
C 6.559 -10.241 9.648 -1.68 1.16 0.55 -0.853
O 7.894 -9.988 9.936 0.08 0.01 -0.74 -0.300
C 8.810 -10.368 8.950 -0.16 -0.91 -0.79 -0.774
C 10.047 -9.644 9.234 1.03 0.78 -0.20 -0.477
N 10.073 -8.217 8.812 0.75 -1.23 0.21 -0.259
C 11.201 -7.595 9.453 1.29 2.42 -0.81 -0.640
C 11.278 -5.993 9.250 -2.13 -1.87 1.42 -0.326
O 10.156 -5.627 10.111 1.81 0.38 -1.04 -0.371
C 9.571 -4.380 9.788 -0.50 -1.01 0.33 -0.512
H 6.111 -9.586 8.902 0.59 0.02 -0.93 0.341
H 6.022 -9.825 10.500 -0.11 -0.79 0.47 0.293
H 6.253 -11.261 9.415 0.42 -0.22 0.25 0.318
H 8.579 -10.249 7.891 -1.03 0.84 -0.12 0.397
H 8.980 -11.445 8.944 0.20 -0.35 0.64 0.493
H 10.879 -10.147 8.741 0.17 0.02 -0.11 0.310
H 10.203 -9.772 10.305 0.25 0.38 0.33 0.309
H 9.186 -7.734 8.846 0.07 0.06 0.52 0.310
H 12.150 -7.979 9.078 0.03 -0.49 -0.57 0.254
H 11.278 -7.850 10.510 -0.34 0.48 0.42 0.363
H 11.176 -5.653 8.219 -0.87 -0.47 -0.43 0.321
H 12.184 -5.446 9.510 0.32 -0.52 0.97 0.311
H 10.283 -3.620 9.465 0.13 0.12 0.15 0.067
H 9.060 -4.121 10.715 -0.14 0.57 -0.32 0.215
H 8.859 -4.604 8.993 -0.25 0.63 -0.16 0.337
C 12.206 -1.502 11.842 1.19 -0.46 -1.10 -0.646
O 11.373 -0.488 12.213 -1.53 0.99 -0.05 -0.300
C 10.108 -0.964 12.644 -1.14 0.73 1.24 -0.375
C 9.146 0.214 12.908 0.48 -0.62 0.12 -0.793
N 9.771 1.188 13.763 -0.83 0.44 -0.21 -0.404
C 9.079 2.486 13.672 2.23 1.35 -0.13 -0.292
C 9.827 3.646 14.368 0.56 0.03 0.48 -0.751
O 10.617 4.400 13.434 -1.34 -1.28 -0.45 -0.182
C 11.069 5.622 13.896 1.31 0.66 -0.32 -0.846
H 13.182 -1.088 11.588 0.29 0.16 0.79 0.358
H 11.942 -1.884 10.855 -0.70 -0.67 -0.20 0.018
H 12.253 -2.301 12.581 0.20 -0.13 0.02 0.387
H 10.277 -1.500 13.578 -0.11 -0.25 0.13 0.465
H 9.521 -1.596 11.977 0.71 -0.38 -0.63 0.213
H 8.214 -0.109 13.372 -0.02 -0.43 -0.06 0.448
H 8.874 0.637 11.940 -0.05 0.27 -0.37 0.304
H 10.710 1.213 13.393 0.49 0.81 0.41 0.364
H 8.027 2.510 13.955 0.17 -0.62 -0.09 0.423
H 9.259 2.895 12.677 -1.00 -0.41 -0.89 0.090
H 10.547 3.276 15.098 -0.33 -0.13 0.55 0.349
H 9.110 4.337 14.810 -0.04 -0.07 0.30 0.450
H 11.967 5.513 14.505 0.09 -0.13 0.39 0.334
H 10.377 6.258 14.448 -0.48 -0.24 -0.11 0.328
H 11.411 6.130 12.994 -0.14 0.39 0.09 0.247
O 12.112 -3.778 3.551 0.07 -0.97 0.12 -0.650
H 12.844 -4.087 3.018 -0.23 0.01 -0.79 0.289
H 12.441 -2.986 3.976 -0.15 0.33 0.12 0.557
O 14.747 -3.933 10.810 0.22 -0.04 0.19 -0.658
H 14.862 -4.465 10.022 0.14 0.00 -0.02 0.379
H 13.974 -3.399 10.628 -0.21 0.16 0.15 0.157
O 13.895 1.826 7.872 0.73 0.12 0.85 -0.691
H 14.117 1.056 7.349 -0.09 0.15 0.13 0.505
H 13.151 2.219 7.416 -0.38 0.29 -0.59 0.617
O 13.269 -0.566 2.715 -0.11 0.32 -0.54 -0.671
H 13.212 -0.983 3.574 -0.05 0.22 0.11 0.335
H 14.089 -0.891 2.343 0.14 0.09 -0.26 0.283
O 18.323 -2.589 6.967 -0.23 -0.88 -1.59 -0.455
H 18.467 -2.768 7.896 -0.16 -0.67 0.63 0.298
H 18.576 -1.673 6.857 -0.02 0.52 -0.08 0.285
O 17.559 -1.487 4.645 0.05 -2.05 -0.02 -0.473
H 18.322 -0.934 4.810 0.57 0.46 -0.03 0.271
H 17.153 -1.111 3.864 -0.50 0.58 -0.54 0.280
O 14.893 -4.788 4.768 2.03 0.56 -0.45 -0.354
H 14.331 -4.359 4.124 -0.70 0.59 -0.29 0.160
H 14.468 -5.629 4.936 0.05 -0.70 0.41 0.252
```
Forces are in eV/Å.

- E_tot (Ha) = -3469.39926
- charge = +2



(3)
The following is a quantum chemistry calculation of a 3-piece molecular cluster, C29H50Cl2FN5O overall at a distorted geometry, from the Open Molecules 2025 dataset.

Geometry as XYZ:
```
88
Properties=species:S:1:pos:R:3:forces:R:3:mulliken_charge:R:1
C 3.327 -1.250 -0.501 0.53 -0.70 0.14 -0.994
C 4.217 -1.588 -1.688 -0.07 0.36 -0.06 0.386
Cl 5.886 -1.096 -1.616 -0.38 -0.08 0.12 -0.215
C 3.738 -2.236 -2.745 -0.02 0.07 0.31 -0.309
Cl 4.703 -2.661 -4.126 -0.42 -0.02 0.28 -0.192
C 2.278 -2.577 -2.734 0.55 0.35 -0.64 0.460
N 1.450 -1.679 -3.190 -0.20 -0.58 0.29 -0.628
C 0.131 -2.025 -3.112 0.69 0.51 -0.18 -0.368
C -0.824 -1.099 -3.567 0.49 0.52 -0.14 -1.005
C -2.148 -1.337 -3.490 -0.37 0.02 0.12 1.061
C -3.093 -0.273 -4.014 0.29 -0.64 -0.29 -1.888
C -2.583 -2.581 -2.918 -0.93 0.57 -0.76 0.063
C -4.084 -2.825 -2.783 0.40 0.36 1.33 -1.022
C -4.459 -2.546 -1.281 0.83 0.52 -0.90 -0.827
N -4.082 -1.151 -0.997 -0.18 -0.40 -0.05 -0.282
C -1.673 -3.507 -2.505 0.06 -0.92 0.43 1.375
C -2.100 -4.850 -1.936 0.06 -0.65 -0.01 -1.620
C -1.781 -6.018 -2.884 -0.41 0.03 -0.62 0.711
C -2.746 -6.130 -4.078 -0.17 -0.12 -0.12 -1.204
F -1.893 -7.228 -2.176 0.15 0.23 0.23 -0.406
C -0.269 -3.250 -2.588 -1.36 -0.66 0.14 0.810
N 0.592 -4.219 -2.146 0.59 1.44 -0.53 -0.464
C 1.830 -3.834 -2.239 0.36 -1.18 0.51 0.501
O 2.802 -4.693 -1.805 0.18 0.26 -0.42 -0.545
H 3.854 -0.639 0.235 -0.11 0.04 -0.23 0.256
H 3.097 -2.210 -0.013 -0.08 0.29 0.06 0.263
H 2.382 -0.793 -0.801 0.22 0.11 -0.02 0.298
H -0.469 -0.151 -3.967 0.12 -0.22 0.06 0.436
H -3.776 0.038 -3.222 -0.03 0.09 -0.31 0.297
H -3.623 -0.684 -4.886 -0.26 0.18 0.33 0.387
H -2.513 0.571 -4.400 -0.14 -0.04 0.30 0.389
H -4.645 -2.092 -3.369 0.03 -0.48 -0.23 0.648
H -4.324 -3.859 -3.035 -0.31 0.29 -0.21 0.019
H -3.787 -3.160 -0.674 -0.54 -0.14 0.12 0.464
H -5.522 -2.746 -1.098 0.24 -0.22 0.12 0.340
H -4.843 -0.519 -1.209 0.06 0.07 0.35 0.196
H -3.750 -1.040 -0.049 -0.30 0.25 0.00 0.132
H -1.604 -5.083 -0.985 0.09 0.27 -0.21 0.476
H -3.174 -4.887 -1.734 0.18 0.06 -0.03 0.460
H -0.749 -5.958 -3.240 -0.14 -0.02 0.22 0.224
H -2.233 -6.173 -5.044 -0.01 0.13 0.20 0.293
H -3.485 -5.324 -4.110 0.27 0.00 -0.05 0.259
H -3.319 -7.061 -3.993 0.19 0.15 0.12 0.377
H 2.666 -5.552 -2.225 -0.15 -0.04 0.31 0.357
C -3.513 2.768 -0.500 0.03 0.00 -0.06 -1.199
C -4.019 3.112 0.893 0.11 0.12 -0.15 -0.441
N -3.387 2.337 1.946 -0.08 -0.21 0.19 0.210
C -4.044 2.483 3.236 -0.22 -0.04 0.11 -0.683
C -4.024 3.863 3.903 0.02 0.00 0.15 -0.975
C -1.934 2.374 1.976 0.24 -0.03 -0.24 -0.809
C -1.251 3.740 2.128 0.14 -0.03 0.08 -0.896
H -3.639 1.705 -0.713 0.08 -0.01 0.04 0.136
H -4.076 3.330 -1.247 -0.01 0.01 0.03 0.469
H -2.461 3.025 -0.630 -0.01 -0.03 -0.02 0.284
H -5.094 2.911 0.913 0.01 -0.02 0.20 0.486
H -3.904 4.196 1.050 -0.04 0.03 -0.04 0.230
H -3.624 1.751 3.931 0.12 0.00 -0.09 0.351
H -5.090 2.185 3.110 0.02 0.03 -0.14 0.405
H -3.052 4.090 4.339 0.01 0.05 -0.07 0.234
H -4.749 3.885 4.720 -0.01 -0.02 -0.02 0.400
H -4.291 4.663 3.212 0.02 -0.02 -0.02 0.268
H -1.563 1.912 1.057 -0.10 0.04 -0.04 0.323
H -1.580 1.711 2.770 -0.19 0.02 0.09 0.389
H -1.713 4.509 1.508 -0.03 -0.03 0.00 0.277
H -0.205 3.662 1.823 -0.03 -0.01 -0.03 0.259
H -1.252 4.082 3.162 -0.07 0.08 -0.03 0.301
C 6.656 1.938 1.361 0.04 0.01 0.02 -1.477
C 5.230 2.330 1.718 0.19 0.12 -0.06 -0.346
N 4.822 1.910 3.047 -0.21 -0.17 0.11 0.139
C 3.394 2.060 3.281 -0.19 -0.09 -0.09 -0.644
C 2.806 3.476 3.283 -0.12 0.02 0.10 -0.683
C 5.682 2.334 4.138 0.33 0.00 0.04 -0.723
C 5.908 3.839 4.332 0.02 0.03 0.16 -0.959
H 6.801 0.861 1.451 -0.01 0.01 0.05 0.304
H 6.865 2.220 0.328 -0.03 -0.01 0.01 0.424
H 7.392 2.443 1.988 -0.01 -0.02 0.00 0.344
H 4.567 1.856 0.988 -0.14 0.02 0.12 0.469
H 5.120 3.417 1.577 0.00 0.01 -0.08 0.229
H 3.138 1.572 4.226 0.14 0.02 0.04 0.357
H 2.871 1.479 2.513 0.11 0.01 -0.08 0.261
H 3.043 4.012 4.201 0.06 0.04 -0.05 0.239
H 1.717 3.420 3.221 0.03 -0.02 0.00 0.157
H 3.149 4.069 2.434 0.03 -0.02 0.01 0.268
H 6.658 1.861 4.005 -0.03 0.00 -0.12 0.400
H 5.304 1.909 5.072 -0.18 -0.02 -0.09 0.348
H 6.076 4.361 3.389 -0.01 -0.03 -0.01 0.250
H 6.791 4.000 4.955 0.00 -0.02 -0.02 0.364
H 5.072 4.313 4.845 -0.02 0.05 -0.10 0.290
```
Forces are in eV/Å.

- structure (SMILES) = C/C(Cl)=C(/Cl)c1nc2cc(C)c(CCN)c(C[C@H](C)F)c2nc1O.CCN(CC)CC.CCN(CC)CC
- E_tot (Ha) = -2504.24883
- energy above the lowest of the compared OMol25 structures with the same formula, charge and spin (kcal per mole) = 8.2



> Among the records above, which one has the lowest E_tot?

C27H79F3HfN4O19S



> Which value of E_tot does entry 1 give?

-324.94254 Ha



> Which of these has the highest E_tot?

C3H9NO2